Here is C25H37BrClF6FeNOSi2Te as an isolated structure from the Open Molecules 2025 dataset. Energies are from ωB97M-V/def2-TZVPD.

Output
Energy above the lowest of the compared OMol25 structures with the same formula, charge and spin ... 0.0 kcal per mole
Charge ... 0
HOMO energy (alpha / beta) ... -7.0 / -7.5 eV
Spin multiplicity ... 5
Energy ... -6849.03617 a.u.
LUMO (alpha / beta) ... 0.300 / 0.180 eV
⟨S²⟩ ... 6.01

Each line ends with the Mulliken spin population.
Element x y z (Å)
Fe -0.455 -0.730 0.990  3.66
C 3.992 -3.646 2.530  0.00
C 3.506 -2.221 2.469  0.00
C 3.986 -1.241 3.325  0.00
C 3.490 0.046 3.255  0.00
C 2.508 0.323 2.320  0.00
Br 1.929 2.119 2.185  0.00
N 2.026 -0.593 1.479  0.00
C 2.532 -1.832 1.568  0.01
H 5.019 -3.694 2.890  0.00
H 3.938 -4.130 1.554  0.00
H 3.367 -4.221 3.220  0.00
H 4.756 -1.486 4.050  0.00
H 3.849 0.829 3.908  0.00
H 2.132 -2.549 0.853  0.00
C -2.041 0.567 4.660  -0.01
C -1.052 -0.425 4.041  -0.03
O -0.528 0.022 2.851  0.10
C 0.110 -0.645 5.045  0.00
F -0.322 -1.031 6.265  0.00
F 0.997 -1.570 4.636  0.00
F 0.789 0.507 5.205  0.00
C -1.798 -1.774 3.861  0.03
F -2.770 -1.619 2.923  0.01
F -2.393 -2.239 4.962  0.00
F -0.989 -2.753 3.404  0.00
H -1.596 1.559 4.601  0.00
H -2.261 0.323 5.699  0.00
H -2.965 0.562 4.081  0.00
C 3.945 2.433 -1.873  0.00
Si 2.919 1.683 -3.239  0.00
C 1.763 2.964 -3.957  0.00
C 4.016 1.055 -4.619  0.00
C 2.007 0.192 -2.541  0.01
Te 0.533 0.763 -1.101  0.05
C -1.041 1.291 -2.444  0.00
Si -2.397 2.238 -1.522  0.00
C -2.633 1.496 0.188  -0.01
C -1.849 4.015 -1.358  0.00
C -3.945 2.076 -2.549  0.00
H 4.422 3.362 -2.203  0.00
H 4.739 1.744 -1.563  0.00
H 3.331 2.660 -0.996  0.00
H 2.349 3.785 -4.384  0.00
H 1.095 3.385 -3.200  0.00
H 1.153 2.539 -4.762  0.00
H 4.564 1.881 -5.086  0.00
H 3.421 0.566 -5.397  0.00
H 4.750 0.331 -4.249  0.00
H 2.715 -0.446 -2.000  0.00
H 1.526 -0.421 -3.307  0.00
H -1.446 0.391 -2.912  0.00
H -0.608 1.922 -3.223  0.00
H -1.788 1.730 0.847  0.00
H -2.764 0.406 0.111  0.02
H -3.531 1.884 0.680  0.01
H -0.908 4.078 -0.801  0.00
H -2.601 4.610 -0.828  0.00
H -1.694 4.470 -2.342  0.00
H -4.358 1.067 -2.457  0.00
H -3.713 2.250 -3.605  0.00
H -4.719 2.793 -2.252  0.00
Cl -0.393 -2.615 -2.973  0.00
C -1.967 -2.411 -2.237  0.01
C -3.052 -2.220 -3.083  -0.01
C -4.325 -2.076 -2.562  0.02
C -4.491 -2.139 -1.184  -0.01
C -3.405 -2.349 -0.353  0.01
C -2.086 -2.477 -0.838  -0.08
C -0.958 -2.654 0.082  0.23
H -2.886 -2.189 -4.153  0.00
H -5.173 -1.945 -3.224  0.00
H -5.480 -2.025 -0.752  0.00
H -3.549 -2.417 0.720  -0.01
H -0.029 -3.013 -0.352  0.00
H -1.213 -3.126 1.027  -0.04